Computed, not measured: a gas-phase ion, C3H11N2 (charge +1), with ωB97M-V/def2-TZVPD.

Computed properties:
energy above the lowest of the compared OMol25 structures with the same formula, charge and spin	0.00	kcal/mol
orbital gap	11.167	eV
SMILES	NCCC[NH3+]
total charge	+1
LUMO	-3.24	eV
F_max	0.0271	Eh/bohr

```
16
C3H11N2 ωB97M-V/def2-TZVPD
C 1.289 -0.378 0.509
C 0.076 -1.152 -0.021
C -0.722 -0.430 -1.105
N -1.373 0.826 -0.575
N 0.880 0.881 1.170
H 1.850 -1.020 1.194
H 1.953 -0.127 -0.322
H -0.591 -1.432 0.824
H 0.446 -2.071 -0.458
H -1.500 -1.057 -1.508
H -0.090 -0.134 -1.918
H -2.224 0.611 -0.088
H -0.664 1.239 0.143
H -1.600 1.497 -1.330
H 0.653 0.707 2.138
H 1.641 1.531 1.188
```


Computed, not measured: a single C26H31FN4O molecule, with ωB97M-V/def2-TZVPD.

Computed properties:
energy above the lowest of the compared OMol25 structures with the same formula, charge and spin	2.53	kcal/mol
orbital gap	8.969	eV
SMILES	CCCn1ncc(CN2CCC(C(=O)Nc3cccc(-c4cccc(F)c4)c3)CC2)c1C
LUMO	0.59	eV
F_max	0.0160	Eh/bohr

```
63
C26H31FN4O ωB97M-V/def2-TZVPD
C 6.649 -3.087 -0.259
C 5.297 -3.790 -0.215
H 4.950 -3.980 -1.232
H 5.394 -4.747 0.300
C 4.231 -2.955 0.501
N 3.924 -1.758 -0.234
C 4.226 -0.472 0.066
C 3.728 0.301 -0.972
C 3.143 -0.630 -1.847
N 3.271 -1.859 -1.391
H 2.650 -0.447 -2.781
C 3.727 1.791 -1.119
N 2.542 2.460 -0.594
C 1.322 2.051 -1.261
C 0.185 2.985 -0.857
H 0.463 4.007 -1.121
H -0.716 2.719 -1.414
C -0.047 2.918 0.657
C -0.623 1.565 1.077
O -0.045 0.769 1.780
N -1.883 1.376 0.584
C -2.738 0.280 0.734
C -2.367 -0.887 1.395
C -3.275 -1.924 1.506
C -4.547 -1.818 0.974
C -4.928 -0.658 0.303
C -4.014 0.381 0.186
H -4.308 1.294 -0.316
C -6.275 -0.532 -0.274
C -7.386 -0.976 0.438
C -8.642 -0.844 -0.120
C -8.840 -0.289 -1.371
C -7.731 0.146 -2.077
C -6.464 0.030 -1.535
H -5.607 0.357 -2.104
H -7.860 0.577 -3.058
H -9.837 -0.206 -1.773
F -9.714 -1.270 0.583
H -7.282 -1.401 1.424
H -5.240 -2.642 1.055
H -2.983 -2.829 2.017
H -1.381 -0.971 1.817
H -2.279 2.138 0.050
C 1.278 3.208 1.364
C 2.400 2.313 0.845
H 3.340 2.617 1.312
H 2.190 1.271 1.130
H 1.167 3.048 2.438
H 1.545 4.252 1.189
H -0.780 3.682 0.946
H 1.483 2.118 -2.341
H 1.045 1.010 -1.019
H 3.796 2.049 -2.181
H 4.594 2.222 -0.608
C 4.961 -0.080 1.297
H 5.875 -0.661 1.410
H 4.343 -0.231 2.183
H 5.227 0.972 1.244
H 4.565 -2.679 1.502
H 3.311 -3.542 0.582
H 7.372 -3.694 -0.798
H 6.564 -2.129 -0.767
H 7.029 -2.918 0.747
```